1.
This record from the Open Molecules 2025 dataset describes a structure of composition C38H37NP at a distorted geometry. The level of theory is wB97M-V/def2-TZVPD.

Energy (Ha): -1866.10516
Net charge: +1
2S+1: 1

XYZ file:
```
77
Properties=species:S:1:pos:R:3:forces:R:3:lowdin_charge:R:1
C 5.32704 2.79968 3.70171 0.0 0.0 0.1 -0.043
C 4.17695 2.20338 2.93239 -0.5 -0.1 -0.3 -0.256
C 4.41479 1.44874 1.77394 0.0 0.0 -0.1 -0.036
C 3.38193 0.90132 1.01369 -0.3 0.2 0.4 -0.102
C 2.03537 1.09080 1.39982 0.7 0.2 -0.1 -0.360
P 0.71558 0.14796 0.49949 -1.0 0.6 2.4 1.190
C 0.88533 -1.45270 1.37907 0.0 -0.7 -0.2 -0.342
C 0.03286 -2.50794 0.99094 0.3 0.1 0.3 -0.093
C -0.03250 -3.67082 1.75405 0.1 0.0 0.0 -0.038
C 0.75071 -3.85381 2.90570 0.0 0.4 -0.3 -0.257
C 0.65327 -5.13467 3.68973 0.0 0.0 0.0 -0.044
C 1.61391 -2.81511 3.26993 0.0 0.1 -0.2 -0.022
C 1.69009 -1.63545 2.52199 -0.2 0.1 -0.2 -0.061
C -0.75737 0.81459 1.36053 -0.4 0.3 0.2 -0.349
C -1.28862 2.04302 0.91678 0.0 -0.3 0.4 -0.081
C -2.23738 2.70791 1.69093 0.0 -0.1 -0.1 -0.035
C -2.72934 2.17472 2.89264 0.3 -0.3 -0.3 -0.259
C -3.78077 2.91516 3.67468 0.0 0.0 0.0 -0.045
C -2.21622 0.94221 3.31252 0.0 -0.1 -0.2 -0.027
C -1.24504 0.26959 2.56460 0.1 0.2 -0.2 -0.071
C 1.78555 1.84155 2.56572 -0.1 -0.2 -0.3 -0.058
C 2.84066 2.37911 3.31237 -0.1 0.0 -0.2 -0.022
H 4.99732 3.39690 4.55112 -0.1 0.0 -0.1 0.079
H 5.99422 2.02906 4.08664 0.0 -0.1 0.0 0.086
H 5.94359 3.44195 3.07020 -0.1 0.0 -0.1 0.087
H 5.44443 1.29217 1.46032 -0.1 0.0 0.0 0.119
H 3.62711 0.29643 0.13709 0.0 0.2 0.2 0.113
H -0.60604 -2.40642 0.11202 0.1 0.0 0.2 0.101
H -0.71148 -4.46869 1.45743 0.1 0.1 0.0 0.118
H 1.36949 -5.17327 4.50982 0.0 0.1 -0.1 0.080
H -0.34270 -5.26321 4.11430 -0.1 0.1 0.0 0.087
H 0.82742 -6.00312 3.05187 0.1 0.1 0.0 0.086
H 2.25551 -2.90658 4.15026 -0.3 -0.1 -0.3 0.121
H 2.36078 -0.84139 2.86219 -0.3 -0.3 -0.2 0.106
H -0.92897 2.49571 -0.00823 -0.1 -0.1 0.2 0.101
H -2.61894 3.67146 1.35863 0.1 -0.2 0.0 0.119
H -4.13498 2.34291 4.53193 0.1 0.0 -0.1 0.078
H -3.40125 3.86745 4.04684 0.1 0.0 0.0 0.086
H -4.64375 3.15279 3.04951 0.0 -0.1 0.0 0.086
H -2.56925 0.47645 4.23583 0.0 0.2 -0.3 0.118
H -0.84275 -0.67077 2.95305 -0.2 0.4 -0.2 0.106
H 0.75757 1.98265 2.92444 0.5 0.0 -0.2 0.108
H 2.58791 2.95377 4.20609 0.2 -0.2 -0.2 0.119
C 0.63551 -3.15195 -2.80281 0.8 0.0 0.5 0.003
C -0.50141 -2.21991 -2.86408 -1.0 0.7 -0.4 -0.185
N -1.65999 -2.61733 -3.46356 0.8 0.1 0.6 -0.033
C -1.98682 -3.98916 -3.81780 0.1 -0.3 0.1 0.011
C -2.55233 -1.55201 -3.54899 0.5 0.3 0.7 -0.161
C -1.91971 -0.41430 -2.98008 -0.9 -0.2 -0.7 -0.112
C -2.61417 0.80763 -3.06768 -0.4 -0.2 0.0 -0.016
C -3.89587 0.82684 -3.64186 0.5 -0.8 0.2 -0.063
C -4.53082 -0.36043 -4.07341 0.2 -0.3 0.0 -0.063
C -3.84950 -1.58506 -4.02872 -0.3 0.9 0.1 -0.008
C -0.60571 -0.84346 -2.51087 -0.2 -0.1 0.3 -0.128
C 0.40256 -0.00088 -1.93463 1.4 -1.7 -0.8 -0.064
C 0.62654 1.32376 -2.54394 1.1 1.5 0.4 -0.224
C 0.22484 1.64387 -3.85832 -0.4 -0.7 -0.2 -0.043
C 0.39081 2.91836 -4.40060 0.3 -0.1 0.6 -0.057
C 1.05808 3.90562 -3.66482 -0.4 -0.4 -0.1 -0.065
C 1.57580 3.58302 -2.41095 0.2 -0.3 0.3 -0.064
C 1.40573 2.30001 -1.87080 -0.1 0.1 -0.3 -0.043
H 1.57390 -2.58217 -2.70838 -0.3 -0.3 0.0 0.097
H 0.53623 -3.79017 -1.91530 0.2 -0.1 -0.2 0.094
H 0.70776 -3.79682 -3.68957 -0.1 0.3 0.3 0.095
H -3.03433 -3.99943 -4.11353 0.2 -0.2 0.0 0.079
H -1.36643 -4.37443 -4.63878 -0.2 0.3 0.2 0.105
H -1.85625 -4.65635 -2.94953 -0.1 0.3 -0.3 0.110
H -2.14419 1.71908 -2.69871 -0.3 -0.2 -0.1 0.110
H -4.43249 1.75237 -3.75652 0.0 0.2 0.1 0.100
H -5.56803 -0.33318 -4.44626 0.7 0.1 0.2 0.114
H -4.29416 -2.53097 -4.31842 -0.2 0.3 -0.2 0.103
H 1.29642 -0.51051 -1.52892 -0.4 0.1 -1.7 0.067
H -0.20114 0.84962 -4.49958 0.1 0.6 0.6 0.132
H -0.02542 3.12774 -5.38311 0.3 0.0 0.1 0.113
H 1.17829 4.89901 -4.08948 0.0 -0.1 0.2 0.110
H 2.11683 4.33464 -1.82917 -0.1 -0.3 -0.3 0.113
H 1.92738 2.04148 -0.93538 -0.6 0.3 -0.4 0.078
```
Forces are in eV/Å.

2.
This record from the Open Molecules 2025 dataset describes the molecule C6H10O. The level of theory is wB97M-V/def2-TZVPD.

SMILES: C[C@H]1C[C@]2(CO2)C1
Energy (Ha): -309.78895
2S+1: 1

XYZ file:
```
17
Properties=species:S:1:pos:R:3:forces:R:3:nbo_charge:R:1
C -2.33851 -0.07843 0.02837 0.0 0.0 0.0 -0.613
C -0.86707 0.00412 -0.37988 -0.1 0.0 -0.1 -0.203
C 0.13375 -1.11793 0.02166 0.0 -0.1 0.0 -0.419
C 1.16276 -0.01262 0.21410 -0.1 0.0 -0.1 0.209
C 2.48634 0.11341 -0.38347 0.1 0.0 -0.3 -0.105
O 2.31196 -0.07590 1.02137 0.0 0.0 0.2 -0.481
C 0.06755 1.03930 0.30227 0.0 0.1 0.1 -0.421
H -2.51080 -0.80501 0.82989 0.1 0.1 0.0 0.208
H -2.70575 0.89303 0.37860 0.1 -0.1 -0.1 0.212
H -2.96591 -0.37340 -0.81775 0.1 0.0 0.1 0.212
H -0.79436 0.14953 -1.46277 0.0 0.0 0.1 0.199
H -0.11937 -1.57702 0.98636 0.0 0.1 -0.2 0.212
H 0.34985 -1.90320 -0.71031 0.0 0.1 0.1 0.210
H 2.93008 -0.73071 -0.91258 -0.1 0.1 0.1 0.179
H 2.84912 1.09852 -0.67839 0.0 -0.1 0.1 0.178
H 0.22383 1.99554 -0.20785 0.0 -0.2 0.1 0.210
H -0.20665 1.22292 1.34783 0.0 -0.1 -0.1 0.213
```
Forces are in eV/Å.

3.
This record from the Open Molecules 2025 dataset describes the molecule C5H7NO2S at a distorted geometry. The level of theory is wB97M-V/def2-TZVPD.

Energy (Ha): -797.96200
2S+1: 1

XYZ file:
```
16
Properties=species:S:1:pos:R:3:forces:R:3:nbo_charge:R:1
C -0.61019 0.68721 -1.33179 -0.3 1.1 1.0 -0.066
C -0.89405 0.81440 -2.63612 0.3 -0.1 -0.5 -0.443
C 0.20958 -1.38837 -2.08052 0.4 -0.4 0.3 -0.173
C 0.60919 0.34899 1.22939 -1.9 -1.2 0.3 -0.627
C 0.34597 -0.88606 0.29105 -1.5 1.8 3.1 0.247
N 0.03325 -0.54618 -1.04079 -1.0 1.1 -1.7 -0.441
O -0.98890 -2.74671 0.60701 2.1 -2.5 1.0 -0.459
O -0.73706 -1.45044 1.00303 -1.2 0.9 -0.2 -0.269
S -0.38267 -0.63294 -3.48198 0.0 0.3 0.8 0.405
H -0.82487 1.45103 -0.50471 0.4 -1.4 -1.8 0.238
H -1.24771 1.66955 -3.20018 -0.2 -0.1 0.4 0.247
H 0.64315 0.08092 2.32249 0.1 -0.3 -1.3 0.241
H 1.57435 0.68305 0.93211 0.4 1.4 -0.2 0.224
H -0.33536 0.95392 1.14228 1.7 0.2 0.2 0.213
H 1.16811 -1.48685 0.37679 2.0 -2.0 -0.5 0.199
H -1.73623 -2.88694 0.05374 -1.4 1.2 -1.0 0.464
```
Forces are in eV/Å.

The energy above the lowest of the compared OMol25 structures with the same formula, charge and spin results, record by record, are as follows: 119.6, 140.3, 472.5 kJ/mol.
The gap between HOMO and LUMO results, record by record, are as follows: 6.616, 11.076, 9.655 eV.
The molar mass results, record by record, are as follows: 538.70, 98.14, 145.18 g mol⁻¹.